Version one
Formula: C2H10O2Si2
Source: the OMol25 dataset
Level of theory: ωB97M-V/def2-TZVPD

```
16
Properties=species:S:1:pos:R:3
C 0.34 1.90 0.58
C 2.57 -1.24 -0.33
O -0.37 -0.87 1.77
O -0.92 -0.33 -0.75
Si -2.62 -0.35 -1.05
Si 0.16 -0.04 0.39
H -0.30 2.20 1.40
H 1.44 2.03 0.61
H -0.02 2.33 -0.39
H 2.88 -1.59 0.70
H 2.12 -2.00 -0.96
H 3.39 -0.61 -0.72
H 0.13 -0.58 2.54
H -2.68 -0.04 -2.49
H -2.93 0.90 -0.27
H -3.18 -1.70 -1.04
```

LUMO energy ... 0.48 eV

These are the natural (NBO) partial charges, in e, on atoms 1 to 5: -1.140, -0.907, -1.098, -1.298, 1.196

Version two
Formula: C2H10O2Si2
Source: the OMol25 dataset
Level of theory: ωB97M-V/def2-TZVPD

```
16
Properties=species:S:1:pos:R:3
C 1.11 1.21 1.40
Si 0.39 -0.17 0.16
C 0.92 0.42 -2.03
O 1.23 -1.61 0.21
O -1.15 -0.37 0.28
Si -2.68 -0.87 0.59
H 0.42 1.31 2.29
H 2.12 0.86 1.70
H 1.39 2.12 0.89
H 0.32 -0.29 -2.60
H 0.47 1.46 -2.32
H 1.99 0.23 -2.00
H 2.04 -1.60 -0.38
H -3.07 0.00 1.70
H -2.46 -2.22 0.92
H -3.02 -0.47 -0.81
```

LUMO energy ... 0.51 eV

These are the natural (NBO) partial charges, in e, on atoms 1 to 5: -1.121, 2.051, -1.048, -1.114, -1.306

Which of them is most stable? Easy: version two.

Version one
Formula: C16H54N12O11
Source: the OMol25 dataset
Level of theory: ωB97M-V/def2-TZVPD

```
93
Properties=species:S:1:pos:R:3
N 2.61 0.89 2.41
C 3.80 0.72 2.94
N 4.04 -0.54 2.93
O 4.67 1.58 3.21
H 2.44 1.82 2.05
H 2.03 0.09 2.20
H 3.33 -1.22 2.67
H 4.93 -0.82 3.31
N 3.38 -3.78 -2.50
C 2.99 -3.55 -1.23
N 2.39 -2.44 -1.15
O 3.03 -4.29 -0.29
H 3.88 -4.64 -2.71
H 3.18 -3.09 -3.20
H 1.84 -2.14 -0.36
H 2.49 -1.82 -1.94
N -2.24 4.34 -1.40
C -3.10 3.40 -0.86
N -3.72 3.81 0.18
O -3.28 2.38 -1.42
H -2.01 5.00 -0.67
H -1.63 4.07 -2.16
H -3.28 4.54 0.72
H -4.40 3.18 0.59
N 0.50 4.35 -4.03
C 0.69 3.41 -3.09
N 0.12 2.35 -3.52
O 1.32 3.54 -2.04
H -0.26 4.14 -4.66
H 0.87 5.28 -3.91
H 0.24 1.47 -3.03
H -0.59 2.25 -4.22
N -5.14 0.31 0.05
C -5.07 -0.88 -0.47
N -4.49 -0.83 -1.66
O -5.51 -1.86 0.09
H -5.79 0.49 0.81
H -4.73 1.09 -0.45
H -4.56 -1.62 -2.28
H -4.26 0.09 -2.01
N 0.63 -3.70 1.52
C 0.95 -2.75 2.37
N 0.11 -2.56 3.28
O 1.76 -1.91 2.01
H 1.19 -3.79 0.69
H -0.16 -4.29 1.76
H -0.65 -3.21 3.15
H 0.11 -1.67 3.75
C -3.01 -0.22 3.82
C -3.39 -1.56 3.28
O -3.24 -2.54 4.30
H -2.04 -0.29 4.32
H -3.74 0.09 4.58
H -2.99 0.56 3.06
H -2.74 -1.80 2.44
H -4.44 -1.46 3.00
H -2.65 -3.28 4.17
C 2.68 4.81 3.04
C 2.60 4.32 1.56
O 1.42 3.50 1.28
H 2.53 3.85 3.54
H 1.87 5.52 3.21
H 3.56 5.31 3.46
H 3.55 3.83 1.34
H 2.51 5.22 0.95
H 1.25 3.73 0.36
C 2.78 0.91 -1.15
C 3.09 0.70 -2.60
O 2.34 -0.27 -3.16
H 2.81 1.96 -0.85
H 3.39 0.39 -0.41
H 1.73 0.72 -0.95
H 4.12 0.49 -2.88
H 2.95 1.65 -3.12
H 2.70 -0.40 -4.05
C -1.04 -4.16 -1.77
C -0.09 -5.21 -2.20
O -0.09 -5.51 -3.61
H -1.25 -4.11 -0.70
H -1.96 -4.28 -2.35
H -0.62 -3.17 -1.95
H -0.27 -6.15 -1.68
H 0.96 -5.01 -1.94
H 0.47 -6.28 -3.71
C -0.91 0.34 0.81
C -1.22 -0.46 -0.41
O -1.30 0.49 -1.51
H 0.00 0.93 0.72
H -0.67 -0.32 1.65
H -1.72 1.02 1.05
H -2.16 -1.00 -0.34
H -0.45 -1.19 -0.67
H -2.01 1.11 -1.35
```

LUMO energy ... 0.02 eV

These are the Löwdin partial charges, in e, on atoms 1 to 5: 0.178, -0.760, 0.162, -0.015, 0.065

Version two
Formula: C16H54N12O11
Source: the OMol25 dataset
Level of theory: ωB97M-V/def2-TZVPD

```
93
Properties=species:S:1:pos:R:3
N -0.58 1.07 0.73
C -0.01 0.24 -0.10
N 0.71 0.84 -0.91
O -0.26 -1.12 -0.04
H -1.38 0.74 1.24
H -0.37 2.08 0.60
H 1.30 0.29 -1.57
H 0.99 1.83 -0.83
N 3.62 -2.14 -0.60
C 3.39 -1.74 0.58
N 3.23 -2.67 1.43
O 3.17 -0.39 0.94
H 3.52 -1.40 -1.29
H 3.55 -3.14 -0.90
H 2.96 -2.39 2.38
H 3.05 -3.65 1.19
N 1.49 1.07 2.35
C 1.71 1.90 3.37
N 2.92 1.82 3.79
O 0.78 2.84 3.84
H 0.55 1.09 1.82
H 2.13 0.54 1.76
H 3.18 2.26 4.68
H 3.56 1.03 3.49
N -3.39 3.57 3.42
C -2.27 3.49 4.03
N -1.96 2.20 4.15
O -1.35 4.42 4.28
H -3.79 4.53 3.38
H -4.10 2.84 3.48
H -0.94 2.10 4.34
H -2.43 1.48 3.62
N 0.01 3.58 0.68
C 0.30 4.01 -0.49
N 1.48 3.77 -0.84
O -0.66 4.54 -1.39
H -0.95 4.00 0.92
H 0.70 3.33 1.43
H 1.73 4.15 -1.80
H 2.32 3.48 -0.18
N -1.25 -4.03 3.72
C -1.25 -3.33 2.62
N -0.07 -2.92 2.16
O -2.47 -2.81 2.07
H -2.28 -4.14 4.00
H -0.44 -4.50 4.25
H -0.11 -2.25 1.32
H 0.77 -3.49 2.33
C 4.16 1.59 -1.79
C 3.85 0.74 -2.97
O 2.81 -0.19 -2.71
H 5.00 2.33 -1.98
H 4.07 1.09 -0.79
H 3.33 2.30 -1.80
H 4.63 0.13 -3.36
H 3.68 1.49 -3.78
H 2.73 -0.80 -3.41
C 0.69 2.33 -4.52
C -0.34 1.20 -4.16
O -0.95 1.56 -2.89
H 1.44 2.36 -3.75
H 0.39 3.34 -4.55
H 1.12 2.10 -5.48
H 0.17 0.28 -4.11
H -1.01 1.27 -5.02
H -0.38 1.41 -2.15
C -1.79 -1.53 -3.11
C -2.57 -1.37 -1.75
O -3.97 -1.42 -1.96
H -1.76 -2.52 -3.45
H -0.80 -1.39 -2.91
H -2.11 -0.86 -3.94
H -2.36 -0.51 -1.14
H -2.50 -2.30 -1.19
H -4.37 -1.66 -1.17
C -0.26 -6.00 -1.34
C -0.19 -4.60 -0.70
O 0.16 -3.67 -1.70
H -0.80 -6.09 -2.24
H -0.52 -6.80 -0.55
H 0.70 -6.48 -1.61
H 0.58 -4.54 0.08
H -1.21 -4.32 -0.45
H 0.13 -2.81 -1.29
C -3.72 1.51 0.55
C -3.73 0.14 1.26
O -2.65 -0.03 2.15
H -3.70 2.23 1.36
H -4.60 1.53 -0.10
H -2.92 1.62 -0.13
H -3.81 -0.73 0.58
H -4.60 -0.20 1.82
H -2.83 -0.82 2.67
```

LUMO energy ... -0.27 eV

These are the Löwdin partial charges, in e, on atoms 1 to 5: 0.151, -0.586, 0.206, -0.105, 0.076

Which of them is most stable? Easy: version one.

Version one
Formula: CH5ClN2
Source: the OMol25 dataset
Level of theory: ωB97M-V/def2-TZVPD

```
9
Properties=species:S:1:pos:R:3
C -0.24 1.02 -0.14
N -0.41 -1.24 0.11
N 0.20 -0.32 -0.52
Cl 2.58 -0.27 0.18
H -0.88 1.30 -0.98
H -0.61 1.14 0.80
H 0.54 1.69 -0.35
H -0.16 -2.26 -0.07
H -1.01 -1.06 0.98
```

LUMO energy (alpha / beta) ... -0.90 / -0.90 eV

These are the natural (NBO) partial charges, in e, on atoms 1 to 5: -0.469, -0.452, 0.059, -0.605, 0.233

Version two
Formula: CH5ClN2
Source: the OMol25 dataset
Level of theory: ωB97M-V/def2-TZVPD

```
9
Properties=species:S:1:pos:R:3
C -0.09 -1.05 0.06
N 0.59 1.63 0.35
N -0.94 -0.49 -0.88
Cl -2.46 -0.10 -0.30
H 0.83 -1.60 -0.55
H 0.45 0.12 0.46
H -0.52 -1.55 1.00
H 0.55 1.31 -0.62
H 1.59 1.73 0.48
```

LUMO energy (alpha / beta) ... -1.59 / -1.59 eV

These are the natural (NBO) partial charges, in e, on atoms 1 to 5: -0.356, -0.888, -0.351, 0.164, 0.254

Which of them is most stable? Easy: version one.